Computed, not measured: 2 unconnected molecules or ions with the total composition C2H2F3NO4S2, with ωB97M-V/def2-TZVPD.

```
14
Properties=species:S:1:pos:R:3
C 1.0901 -0.4673 -0.4038
C 1.3655 1.4359 0.4534
N -1.7962 0.1367 -0.6704
O 0.8456 -2.4491 1.5779
O -0.7059 -0.5725 1.5648
O -0.6711 -1.9585 -0.5071
O -0.5121 -0.5564 -2.6209
F 0.5713 2.2694 -0.1249
F 1.2639 1.5109 1.7547
F 2.6537 1.7600 0.1781
S 0.2640 -1.3733 0.9057
S -0.4888 -0.5890 -1.2056
H -2.0257 0.8715 -1.3070
H -1.8543 -0.0182 0.4051
```

Summary:
Orbital gap: 10.112 eV
LUMO level: -0.07 eV
E: -41603.201 eV
Relative energy (zero: lowest compared OMol25 entry of this formula, charge and spin): 37.07 kcal per mole

Computed, not measured: 2 unconnected molecules or ions with the total composition C3H5ClNP, with ωB97M-V/def2-TZVPD.

```
11
Properties=species:S:1:pos:R:3
C -0.3848 0.7925 -0.8813
C -0.6223 1.1408 1.5714
C -0.5680 0.2324 0.3560
N -0.1793 1.3595 -1.8706
P 2.1013 -0.3737 0.1950
Cl 2.7170 1.4943 -0.1039
H 0.3542 1.8205 1.5903
H -1.5170 1.7185 1.5347
H -0.5750 0.6559 2.5054
H -0.7021 -0.8748 0.6113
H 2.3511 -0.1619 1.6116
```

Summary:
Orbital gap (spin up / spin down): 7.600 / 7.355 eV
LUMO level (spin up / spin down): -1.21 / -1.19 eV
E: -26490.718 eV
Relative energy (zero: lowest compared OMol25 entry of this formula, charge and spin): 61.20 kcal per mole

Computed, not measured: 4 unconnected molecules or ions with the total composition C13H31Cl3O3, with ωB97M-V/def2-TZVPD.

```
50
Properties=species:S:1:pos:R:3
C -11.7122 14.5168 -20.6826
Cl -13.1378 15.5245 -20.6005
Cl -12.1526 12.8440 -21.0025
Cl -10.6589 14.6858 -19.3262
H -11.1509 14.9198 -21.5256
C -15.3410 16.5639 -17.8607
C -16.3404 17.6024 -17.2247
O -16.3054 18.8401 -18.0113
C -17.1154 19.8596 -17.4560
C -16.9138 21.0117 -18.4042
H -14.5702 17.0368 -18.4693
H -14.8159 15.9819 -17.1034
H -15.8061 15.9348 -18.6196
H -17.3518 17.2000 -17.2810
H -16.0897 17.7289 -16.1714
H -18.1755 19.6071 -17.4326
H -16.8031 20.0131 -16.4230
H -17.2647 20.6709 -19.3783
H -15.8734 21.3359 -18.3811
H -17.4862 21.8742 -18.0629
C -16.0915 13.4302 -20.9151
C -17.4478 12.9040 -21.3730
O -17.2579 12.1264 -22.5865
C -18.2327 11.1718 -22.8517
C -17.9749 10.7186 -24.2471
H -16.1754 13.8065 -19.8956
H -15.4115 12.5823 -20.8337
H -15.6282 14.1927 -21.5413
H -17.8851 12.3359 -20.5519
H -18.1124 13.7424 -21.5813
H -18.0341 10.3100 -22.2144
H -19.2518 11.5529 -22.7867
H -18.4452 9.7681 -24.4991
H -16.8988 10.5519 -24.2962
H -18.0371 11.4248 -25.0750
C -6.4921 6.2839 -20.1478
C -7.9012 6.8315 -20.0008
O -7.9633 8.0783 -20.7195
C -9.2657 8.7020 -20.5810
C -9.2667 10.0606 -21.1724
H -5.8591 6.9207 -19.5297
H -6.4681 5.2123 -19.9502
H -6.2307 6.3812 -21.2015
H -8.6702 6.1148 -20.2889
H -8.2268 6.9399 -18.9662
H -9.9093 8.1147 -21.2359
H -9.7054 8.6955 -19.5836
H -9.0501 9.9796 -22.2376
H -8.5518 10.7482 -20.7206
H -10.2249 10.5762 -21.1085
```

Summary:
Orbital gap: 10.329 eV
LUMO level: 0.67 eV
E: -57691.097 eV

Computed, not measured: a molecular structure, C31H36BeN4O4PSTe, with ωB97M-V/def2-TZVPD.

```
79
Properties=species:S:1:pos:R:3
Be -0.5566 0.6902 0.3214
O -0.8023 1.1146 1.8558
N -0.0909 1.1112 2.9752
C -0.7740 0.6022 4.0316
C -0.2285 0.5340 5.2769
C 1.0839 1.0081 5.4399
C 1.7525 1.5126 4.3636
C 1.1897 1.5861 3.0544
S 2.0289 2.1872 1.7205
H -1.7649 0.2520 3.7714
H -0.8050 0.1138 6.0872
H 1.5647 0.9757 6.4099
H 2.7617 1.8885 4.4514
C 4.2484 -0.1070 -0.5611
C 4.2961 -1.3179 -1.4547
C 5.4064 -1.5461 -2.2647
C 5.5294 -2.6853 -3.0446
C 4.5204 -3.6374 -3.0280
C 3.3902 -3.4203 -2.2590
C 3.2664 -2.2708 -1.4821
N 2.1118 -2.1093 -0.6894
C 1.2768 -1.0062 -0.6979
N 1.4140 -0.1998 -1.7689
C 0.8912 1.1162 -1.9648
C 0.0456 1.6772 -1.0146
C -0.3689 2.9834 -1.2935
C 0.0233 3.6698 -2.4338
C 0.8613 3.0528 -3.3558
C 1.3143 1.7601 -3.1368
C 2.2280 1.0864 -4.1300
N 0.4350 -0.7969 0.2627
C 0.4169 -1.7215 1.3476
C 1.3146 -1.5722 2.3995
C 1.2550 -2.4168 3.4965
C 0.2954 -3.4204 3.5394
C -0.5745 -3.5840 2.4722
C -0.5240 -2.7524 1.3558
C -1.4281 -2.9778 0.1755
H 5.2593 0.1842 -0.2773
H 3.6751 -0.2947 0.3468
H 3.7764 0.7504 -1.0452
H 6.2065 -0.8149 -2.2554
H 6.4115 -2.8327 -3.6539
H 4.6030 -4.5371 -3.6238
H 2.5781 -4.1372 -2.2583
H 1.7890 -2.8902 -0.1402
H 2.0605 -0.5308 -2.4637
H -1.0246 3.4809 -0.5850
H -0.3178 4.6839 -2.6103
H 1.1701 3.5754 -4.2554
H 2.3681 1.7198 -5.0057
H 1.8225 0.1319 -4.4807
H 3.2214 0.8839 -3.7140
H 2.0371 -0.7662 2.3487
H 1.9422 -2.2745 4.3210
H 0.2203 -4.0697 4.4026
H -1.3269 -4.3636 2.5026
H -2.2495 -3.6410 0.4417
H -0.8725 -3.4353 -0.6513
H -1.8412 -2.0381 -0.1897
C -5.4981 0.5123 -2.8150
C -4.3182 0.8505 -1.9336
O -4.5866 0.3149 -0.6278
P -3.4662 0.5299 0.5093
O -2.1282 0.2370 -0.1454
Te -4.2186 -0.6649 2.3832
O -3.4294 2.1178 0.7278
C -4.3744 2.8321 1.5165
C -5.5295 3.3102 0.6620
H -5.3652 0.9560 -3.8036
H -6.4231 0.8958 -2.3830
H -5.5974 -0.5675 -2.9276
H -4.1757 1.9320 -1.8630
H -3.3908 0.4220 -2.3155
H -3.8219 3.6694 1.9440
H -4.7259 2.1970 2.3350
H -5.1711 3.9315 -0.1599
H -6.2208 3.8997 1.2680
H -6.0717 2.4598 0.2465
```

Summary:
Orbital gap: 6.867 eV
LUMO level: 2.46 eV
Net charge: -1
E: -74708.659 eV
Relative energy (zero: lowest compared OMol25 entry of this formula, charge and spin): 0.00 kcal per mole

Please write out number 3 again, unchanged.
Computed, not measured: 4 unconnected molecules or ions with the total composition C13H31Cl3O3, with ωB97M-V/def2-TZVPD.

```
50
Properties=species:S:1:pos:R:3
C -11.7122 14.5168 -20.6826
Cl -13.1378 15.5245 -20.6005
Cl -12.1526 12.8440 -21.0025
Cl -10.6589 14.6858 -19.3262
H -11.1509 14.9198 -21.5256
C -15.3410 16.5639 -17.8607
C -16.3404 17.6024 -17.2247
O -16.3054 18.8401 -18.0113
C -17.1154 19.8596 -17.4560
C -16.9138 21.0117 -18.4042
H -14.5702 17.0368 -18.4693
H -14.8159 15.9819 -17.1034
H -15.8061 15.9348 -18.6196
H -17.3518 17.2000 -17.2810
H -16.0897 17.7289 -16.1714
H -18.1755 19.6071 -17.4326
H -16.8031 20.0131 -16.4230
H -17.2647 20.6709 -19.3783
H -15.8734 21.3359 -18.3811
H -17.4862 21.8742 -18.0629
C -16.0915 13.4302 -20.9151
C -17.4478 12.9040 -21.3730
O -17.2579 12.1264 -22.5865
C -18.2327 11.1718 -22.8517
C -17.9749 10.7186 -24.2471
H -16.1754 13.8065 -19.8956
H -15.4115 12.5823 -20.8337
H -15.6282 14.1927 -21.5413
H -17.8851 12.3359 -20.5519
H -18.1124 13.7424 -21.5813
H -18.0341 10.3100 -22.2144
H -19.2518 11.5529 -22.7867
H -18.4452 9.7681 -24.4991
H -16.8988 10.5519 -24.2962
H -18.0371 11.4248 -25.0750
C -6.4921 6.2839 -20.1478
C -7.9012 6.8315 -20.0008
O -7.9633 8.0783 -20.7195
C -9.2657 8.7020 -20.5810
C -9.2667 10.0606 -21.1724
H -5.8591 6.9207 -19.5297
H -6.4681 5.2123 -19.9502
H -6.2307 6.3812 -21.2015
H -8.6702 6.1148 -20.2889
H -8.2268 6.9399 -18.9662
H -9.9093 8.1147 -21.2359
H -9.7054 8.6955 -19.5836
H -9.0501 9.9796 -22.2376
H -8.5518 10.7482 -20.7206
H -10.2249 10.5762 -21.1085
```

Summary:
Orbital gap: 10.329 eV
LUMO level: 0.67 eV
E: -57691.097 eV